Arrangement one

14
Properties=species:S:1:pos:R:3 method="wB97M-V/def2-TZVPD" spin_multiplicity=1 homo_lumo_gap_ev=8.64 total_charge=0 smiles="C=CO.CSS"
C 2.412 -0.489 -0.196
S 1.787 1.068 0.547
S 0.941 0.384 2.336
H 1.915 -0.557 -1.150
H 3.461 -0.313 -0.412
H 2.197 -1.327 0.441
H 0.674 -0.874 1.979
C -1.239 0.491 -1.093
C -2.383 0.492 -0.441
O -2.833 -0.516 0.367
H -1.088 1.287 -1.803
H -0.552 -0.345 -1.117
H -3.062 1.336 -0.565
H -2.230 -0.638 1.106



Arrangement two

14
Properties=species:S:1:pos:R:3 method="wB97M-V/def2-TZVPD" spin_multiplicity=1 homo_lumo_gap_ev=8.38 total_charge=0 smiles="CC=O.CSS"
C 0.351 -1.558 0.056
S -1.337 -0.865 0.126
S -2.303 -2.692 0.162
H 1.201 -0.826 0.382
H 0.349 -2.476 0.600
H 0.429 -1.883 -1.060
H -1.340 -3.357 -0.520
O 0.411 1.241 -1.700
C -0.144 1.677 -0.621
C 0.597 2.058 0.630
H -1.105 2.103 -0.683
H 1.515 2.260 0.002
H 0.555 3.009 1.212
H 0.820 1.310 1.418



It is arrangement one that is the most stable of them.



Arrangement one

12
Properties=species:S:1:pos:R:3 method="wB97M-V/def2-TZVPD" spin_multiplicity=1 homo_lumo_gap_ev=9.57 total_charge=0
C -1.747 0.118 0.027
C 0.634 0.200 -0.128
H -1.164 1.286 0.493
H -2.524 -0.623 1.020
H -2.445 0.182 -1.189
H -0.402 -1.586 -0.068
H 2.704 -0.148 0.197
H 1.632 -1.567 -0.109
H 1.508 1.794 0.092
N -0.484 -0.577 -0.212
N 1.736 -0.549 -0.009
N 0.551 1.469 -0.115



Arrangement two

12
Properties=species:S:1:pos:R:3 method="wB97M-V/def2-TZVPD" spin_multiplicity=1 homo_lumo_gap_ev="8.19 / 8.06" total_charge=0
C -0.913 -0.165 0.710
C -0.520 1.091 1.398
N 1.498 -0.934 -1.739
N 0.939 -0.155 -0.704
N -0.062 -0.759 -0.189
H 2.159 -0.355 -2.240
H 0.789 -1.281 -2.386
H -1.621 -0.854 1.148
H -1.078 -0.834 -0.706
H -1.234 1.354 2.179
H 0.473 0.978 1.848
H -0.430 1.912 0.680



It is arrangement one that is the most stable of them.



Arrangement one

12
Properties=species:S:1:pos:R:3 method="wB97M-V/def2-TZVPD" spin_multiplicity=1 homo_lumo_gap_ev=9.41 total_charge=0 smiles="[H]/N=C/N.C=N"
N -0.856 0.397 0.161
C -1.399 1.580 0.574
N -2.680 1.889 0.510
H -1.608 -0.181 -0.160
H 0.094 0.090 0.203
H -0.597 2.274 0.941
H -2.829 2.727 1.099
C 1.801 -2.078 -0.494
N 1.832 -0.792 -0.682
H 0.939 -2.592 -0.063
H 2.602 -2.743 -0.870
H 2.700 -0.573 -1.219



Arrangement two

12
Properties=species:S:1:pos:R:3 method="wB97M-V/def2-TZVPD" spin_multiplicity=1 homo_lumo_gap_ev=9.95 total_charge=0 smiles="[H]/N=N/NCC"
C -1.476 -0.864 0.757
C -0.651 -0.192 -0.268
N 2.471 1.376 -0.490
N 1.667 0.653 -1.043
N 0.718 -0.297 0.079
H -2.544 -0.696 0.199
H -1.055 -1.853 0.965
H -1.632 -0.397 1.817
H -0.772 -0.664 -1.395
H -0.845 0.866 -0.463
H 3.068 1.896 -1.067
H 1.052 0.172 0.909



Arrangement three

12
Properties=species:S:1:pos:R:3 method="wB97M-V/def2-TZVPD" spin_multiplicity=1 homo_lumo_gap_ev=10.23 total_charge=0 smiles="[H]/N=N/C.C=N"
C -3.683 -1.101 -2.443
C 2.651 1.457 0.950
N -3.491 -2.220 -1.904
N 1.850 0.763 2.000
N 2.512 0.095 2.799
H -2.611 -2.318 -1.396
H 1.894 -0.373 3.478
H -4.682 -0.867 -2.794
H -2.893 -0.433 -2.798
H 2.645 2.515 1.212
H 2.114 1.348 0.008
H 3.694 1.135 0.887



It is arrangement one that is the most stable of them.



Arrangement one

23
Properties=species:S:1:pos:R:3 method="wB97M-V/def2-TZVPD" spin_multiplicity=1 homo_lumo_gap_ev=10.25 total_charge=0 smiles="CCC(N)=O.CCC"
C 0.854 -0.123 1.108
C 2.173 -0.898 1.291
C -0.133 -0.338 2.136
O -0.894 0.638 2.492
N -0.612 -1.520 2.724
H 0.997 1.022 0.994
H 0.461 -0.487 0.014
H 2.086 -1.952 1.144
H 2.526 -0.653 2.276
H -1.432 -1.543 3.313
H -0.087 -2.351 2.837
H 2.948 -0.666 0.682
C -0.911 1.255 -1.332
C -1.594 -0.053 -1.730
C 0.158 1.430 -2.457
H -0.691 1.373 -0.181
H -1.771 1.999 -1.450
H -0.861 -0.943 -1.770
H -2.337 -0.463 -1.058
H 0.573 2.426 -2.481
H -2.105 0.059 -2.718
H -0.232 1.224 -3.383
H 0.881 0.566 -2.453



Arrangement two

23
Properties=species:S:1:pos:R:3 method="wB97M-V/def2-TZVPD" spin_multiplicity=1 homo_lumo_gap_ev=9.27 total_charge=0
C 0.653 0.534 0.600
C 0.608 2.055 0.466
C 2.035 0.013 0.243
H 0.423 0.271 1.635
H -0.978 0.892 -0.171
H 0.780 2.357 -0.570
H 1.354 2.521 1.116
H -0.366 2.446 0.769
H 2.118 -1.069 0.353
H 2.793 0.437 0.909
H 2.302 0.277 -0.782
C -0.655 -1.851 0.392
C -0.251 -0.603 -1.777
C -0.676 -0.516 -0.325
O -2.398 0.163 1.119
N -1.934 0.157 -0.258
H -3.333 0.380 1.031
H -0.892 -1.738 1.446
H -1.414 -2.491 -0.064
H 0.724 -1.074 -1.870
H -0.984 -1.206 -2.314
H -0.220 0.385 -2.234
H 0.310 -2.341 0.286



It is arrangement one that is the most stable of them.



Arrangement one

23
Properties=species:S:1:pos:R:3 method="wB97M-V/def2-TZVPD" spin_multiplicity=1 homo_lumo_gap_ev=9.74 total_charge=0 smiles=CC(C)CNCCO
C -0.958 -0.292 -1.967
C -2.290 -1.019 -2.069
O -2.696 -1.536 -0.767
N -0.103 -0.531 -0.829
C -0.029 0.618 0.063
C 0.974 0.220 1.204
C 2.452 -0.054 0.794
C 1.006 1.243 2.383
H -1.130 0.750 -2.248
H -0.395 -0.662 -2.817
H -2.279 -1.989 -2.579
H -2.996 -0.430 -2.655
H -2.836 -0.778 -0.186
H -0.454 -1.331 -0.275
H -0.936 0.846 0.635
H 0.426 1.361 -0.625
H 0.751 -0.760 1.667
H 3.096 -0.623 1.447
H 3.004 0.902 0.704
H 2.530 -0.475 -0.189
H 0.290 0.947 3.154
H 0.665 2.261 2.144
H 1.910 1.331 3.011



Arrangement two

23
Properties=species:S:1:pos:R:3 method="wB97M-V/def2-TZVPD" spin_multiplicity=1 homo_lumo_gap_ev=8.03 total_charge=0 smiles="CCC(=CN)CC.O"
C -1.787 1.314 -0.904
C -1.465 -0.152 -0.617
C -0.259 -0.472 0.203
C 0.657 -1.381 -0.114
N 0.523 -2.199 -1.264
C -0.098 0.445 1.408
C 0.796 -0.114 2.520
H -0.967 1.776 -1.460
H -2.695 1.350 -1.503
H -1.922 1.935 -0.021
H -2.339 -0.601 -0.118
H -1.494 -0.713 -1.556
H 1.474 -1.612 0.552
H 1.366 -2.675 -1.553
H 0.217 -1.657 -2.059
H 0.310 1.384 1.019
H -1.067 0.683 1.855
H 1.780 -0.325 2.106
H 0.379 -1.020 2.957
H 0.865 0.634 3.311
H 1.803 0.753 -2.271
H 2.068 1.788 -1.175
O 1.854 0.860 -1.316



It is arrangement two that is the most stable of them.



Arrangement one

13
Properties=species:S:1:pos:R:3 method="wB97M-V/def2-TZVPD" spin_multiplicity=1 homo_lumo_gap_ev=5.21 total_charge=0
S -1.906 -1.751 2.665
H -1.253 -1.917 3.740
C 0.253 0.100 -1.814
N 0.696 -0.125 -0.359
C 0.101 0.929 0.475
H 0.756 -0.654 -2.478
H -0.782 -0.252 -1.830
H 0.469 1.072 -2.189
H 1.656 -0.204 -0.285
H 0.317 -1.003 -0.142
H 0.522 1.940 0.217
H 0.175 0.942 1.640
H -1.002 0.921 0.360



Arrangement two

13
Properties=species:S:1:pos:R:3 method="wB97M-V/def2-TZVPD" spin_multiplicity=1 homo_lumo_gap_ev=5.72 total_charge=0
S 3.299 0.226 0.472
H 4.261 -0.138 -0.380
C -1.398 -0.676 0.763
C -0.576 0.532 0.372
N -0.146 0.346 -1.077
H -1.791 -0.545 1.774
H -2.114 -1.079 0.055
H -0.716 -1.495 1.025
H -1.083 1.464 0.465
H 0.397 0.425 0.857
H 0.571 -0.384 -1.188
H 0.184 1.248 -1.416
H -0.890 0.076 -1.723



It is arrangement two that is the most stable of them.